Entry 1:
Formula: C39H101N7O12
Source: the Open Molecules 2025 dataset
Level of theory: wB97M-V/def2-TZVPD

Structure (ORCA input):
```
! RIJCOSX wB97M-V def2-TZVPD def2/J DEFGRID3
* xyz 1 2
C -5.636 3.443 -5.799
C -4.541 4.549 -5.769
C -3.586 4.285 -4.640
O -3.786 4.483 -6.975
H -6.038 3.178 -4.821
H -5.267 2.578 -6.350
H -6.525 3.697 -6.376
H -5.069 5.488 -5.603
H -2.733 3.639 -4.843
H -4.215 3.930 -3.823
H -3.068 5.215 -4.407
H -4.398 4.328 -7.698
C -0.713 1.954 -2.888
O 0.061 1.135 -3.759
C 1.062 0.362 -3.065
C 0.395 -0.471 -1.833
N 1.466 -1.271 -1.085
C 0.998 -1.938 0.120
C -0.423 -2.646 -0.070
O -1.458 -1.707 -0.088
C -2.003 -1.367 1.137
H -1.235 2.754 -3.414
H -0.079 2.524 -2.209
H -1.465 1.387 -2.339
H 1.870 1.037 -2.783
H 1.531 -0.312 -3.782
H -0.452 -1.024 -2.238
H 0.009 0.300 -1.167
H 1.875 -1.826 -1.822
H 0.825 -1.326 1.005
H 1.814 -2.590 0.431
H -0.659 -3.608 0.386
H -0.549 -2.907 -1.121
H -2.320 -2.262 1.672
H -2.811 -0.663 0.944
H -1.310 -0.775 1.734
C 4.372 -0.402 -6.353
O 4.855 0.884 -6.624
C 3.795 1.682 -6.942
C 4.213 2.984 -7.724
N 4.889 3.887 -6.854
C 5.478 5.020 -7.542
C 6.733 4.678 -8.439
O 7.679 3.891 -7.691
C 8.412 4.647 -6.784
H 3.748 -0.950 -7.058
H 3.839 -0.453 -5.404
H 5.274 -1.012 -6.304
H 3.171 1.742 -6.051
H 3.158 1.215 -7.693
H 3.215 3.298 -8.031
H 4.769 2.782 -8.639
H 5.696 3.441 -6.441
H 5.686 5.672 -6.693
H 4.632 5.363 -8.137
H 7.249 5.514 -8.911
H 6.448 4.071 -9.298
H 8.957 5.410 -7.340
H 9.051 3.891 -6.326
H 7.852 5.083 -5.957
C -4.512 -2.917 3.984
O -3.822 -2.612 5.184
C -3.555 -3.732 6.039
C -2.772 -3.281 7.224
N -2.847 -4.172 8.310
C -1.535 -4.860 8.584
C -1.515 -5.639 9.940
O -1.374 -4.688 10.944
C -1.085 -5.441 12.189
H -4.842 -1.956 3.587
H -5.446 -3.436 4.199
H -3.951 -3.421 3.197
H -2.952 -4.455 5.490
H -4.542 -4.119 6.292
H -3.043 -2.247 7.439
H -1.800 -2.974 6.839
H -3.141 -3.697 9.151
H -0.660 -4.251 8.358
H -1.417 -5.607 7.798
H -0.787 -6.446 9.865
H -2.505 -6.046 10.145
H -2.000 -5.955 12.484
H -0.706 -4.735 12.928
H -0.371 -6.231 11.952
C -5.401 2.133 1.671
O -4.496 3.257 1.881
C -3.086 2.822 1.862
C -2.393 3.132 0.543
N -2.487 4.527 0.269
C -1.920 4.875 -1.076
C -2.292 6.379 -1.356
O -3.720 6.453 -1.482
C -4.101 7.862 -1.618
H -5.089 1.789 0.685
H -6.447 2.435 1.628
H -5.272 1.390 2.459
H -3.004 1.780 2.169
H -2.497 3.289 2.651
H -2.916 2.480 -0.156
H -1.336 2.875 0.623
H -3.420 4.877 0.102
H -2.385 4.254 -1.842
H -0.834 4.774 -1.069
H -1.939 6.636 -2.355
H -1.787 6.995 -0.612
H -3.699 8.338 -2.512
H -3.899 8.412 -0.699
H -5.174 7.894 -1.807
C 4.392 2.821 1.283
C 4.901 1.443 0.954
C 4.750 1.087 -0.558
O 5.285 2.128 -1.414
C 4.372 2.844 -2.173
N 6.328 1.314 1.346
H 3.333 2.800 1.026
H 5.014 3.540 0.749
H 4.541 2.805 2.363
H 4.404 0.615 1.458
H 3.716 0.801 -0.753
H 5.298 0.178 -0.805
H 3.726 3.358 -1.460
H 3.838 2.029 -2.661
H 4.887 3.417 -2.944
H 6.803 2.204 1.300
H 6.780 0.670 0.713
C 0.818 -11.221 -1.630
C 0.000 -10.131 -2.244
C 0.152 -8.825 -1.482
O -0.681 -7.867 -2.066
C -0.456 -6.477 -1.766
N 0.406 -10.086 -3.594
H 0.757 -11.236 -0.542
H 1.879 -11.018 -1.775
H 0.626 -12.119 -2.217
H -1.057 -10.397 -2.229
H 1.159 -8.452 -1.664
H 0.011 -8.883 -0.403
H -1.175 -5.930 -2.376
H 0.523 -6.138 -2.105
H -0.640 -6.255 -0.715
H 0.025 -9.228 -3.969
H 1.411 -9.993 -3.554
C 0.589 0.333 5.033
C -0.685 -0.175 5.678
C -1.071 0.723 6.910
O -2.092 0.137 7.694
C -2.700 0.911 8.721
N -1.648 -0.309 4.616
H 1.106 -0.242 4.265
H 1.287 0.436 5.864
H 0.480 1.402 4.851
H -0.468 -1.164 6.081
H -1.382 1.739 6.670
H -0.212 0.913 7.554
H -2.058 1.408 9.448
H -3.220 0.140 9.289
H -3.528 1.485 8.306
H -2.067 0.565 4.332
H -2.423 -0.751 5.090
*
```

Output
**Expectation value of S²**: 0.76
**E**: -2831.9312 Ha
**Gap between HOMO and LUMO (alpha / beta)**: 7.53 / 2.33 eV
**LUMO level (alpha / beta)**: -2.73 / -7.94 eV

***

Entry 2:
Formula: C39H101N7O13
Source: the Open Molecules 2025 dataset
Level of theory: wB97M-V/def2-TZVPD

Structure (ORCA input):
```
! RIJCOSX wB97M-V def2-TZVPD def2/J DEFGRID3
* xyz 0 1
C 1.071 0.442 2.822
O 0.199 -0.463 2.166
C 0.955 -1.214 1.266
C 1.260 -0.503 -0.039
C 0.114 0.272 -0.681
N 1.861 -1.429 -0.991
H 0.595 0.840 3.716
H 1.311 1.267 2.151
H 1.974 -0.074 3.160
H 1.868 -1.540 1.783
H 0.454 -2.163 1.017
H 2.072 0.194 0.229
H -0.177 0.992 0.090
H -0.651 -0.484 -0.874
H 0.400 0.840 -1.563
H 1.840 -1.100 -1.947
H 1.340 -2.304 -0.975
C 0.788 -0.558 -8.797
O -0.172 -0.362 -7.787
C 0.144 -1.060 -6.632
C -0.741 -0.542 -5.495
C -0.275 -1.114 -4.184
N -2.118 -1.002 -5.767
H 0.389 -0.240 -9.764
H 1.111 -1.602 -8.860
H 1.671 0.091 -8.674
H 0.011 -2.141 -6.777
H 1.212 -0.898 -6.408
H -0.656 0.540 -5.605
H 0.822 -0.982 -4.177
H -0.388 -2.193 -4.090
H -0.622 -0.542 -3.328
H -2.453 -0.605 -6.634
H -2.111 -2.010 -5.808
C -4.932 -1.438 -2.774
O -4.698 -0.331 -1.911
C -3.419 0.226 -2.097
C -3.161 1.298 -1.053
N -4.332 2.135 -0.921
C -4.601 2.687 0.397
C -5.382 1.672 1.233
O -5.890 2.311 2.388
C -6.555 1.421 3.241
H -4.938 -2.364 -2.168
H -4.149 -1.608 -3.513
H -5.940 -1.384 -3.186
H -3.309 0.653 -3.101
H -2.652 -0.552 -1.977
H -2.226 1.834 -1.248
H -2.881 0.760 -0.124
H -5.116 1.592 -1.260
H -5.071 3.668 0.355
H -3.616 2.834 0.858
H -4.772 0.803 1.478
H -6.283 1.487 0.625
H -6.851 2.001 4.108
H -5.895 0.607 3.588
H -7.365 0.906 2.709
C -2.076 2.861 8.626
O -0.692 2.612 8.640
C -0.372 1.486 7.866
C 1.133 1.383 7.793
N 1.642 0.157 7.252
C 3.064 0.062 7.576
C 3.847 -0.748 6.591
O 3.737 -0.175 5.299
C 4.215 -1.058 4.310
H -2.291 3.659 9.340
H -2.634 1.984 8.985
H -2.441 3.177 7.647
H -0.792 1.599 6.858
H -0.760 0.586 8.362
H 1.575 1.643 8.760
H 1.525 2.211 7.168
H 1.590 0.024 6.251
H 3.130 -0.362 8.585
H 3.511 1.064 7.690
H 3.480 -1.785 6.598
H 4.889 -0.755 6.942
H 3.438 -1.768 4.008
H 5.187 -1.473 4.588
H 4.429 -0.510 3.386
C 2.095 3.932 2.191
O 1.402 3.655 3.420
C 0.526 4.693 3.826
C 0.130 4.448 5.276
N -0.622 5.578 5.773
C -1.028 5.434 7.154
C -1.531 6.737 7.699
O -1.875 6.565 9.042
C -1.954 7.751 9.768
H 1.608 3.290 1.458
H 3.100 3.565 2.392
H 2.109 4.979 1.901
H -0.407 4.739 3.246
H 1.079 5.638 3.716
H 1.043 4.224 5.845
H -0.563 3.600 5.272
H -0.152 6.444 5.540
H -0.237 5.003 7.794
H -1.769 4.627 7.196
H -2.396 7.106 7.133
H -0.732 7.491 7.605
H -2.144 7.505 10.814
H -2.835 8.360 9.501
H -1.049 8.361 9.678
C 2.343 3.109 -4.240
O 3.451 2.295 -3.983
C 3.165 1.264 -3.093
C 4.279 0.248 -2.983
N 4.890 -0.186 -4.252
C 3.908 -0.875 -5.137
C 4.646 -1.613 -6.222
O 3.736 -2.399 -6.966
C 4.392 -3.179 -7.930
H 2.694 4.065 -4.627
H 1.837 3.365 -3.297
H 1.642 2.651 -4.943
H 2.148 0.846 -3.200
H 3.065 1.681 -2.065
H 3.979 -0.589 -2.353
H 5.163 0.680 -2.497
H 5.131 0.642 -4.788
H 3.234 -0.119 -5.572
H 3.282 -1.564 -4.563
H 5.401 -2.226 -5.704
H 5.205 -0.946 -6.894
H 3.664 -3.484 -8.686
H 4.694 -4.148 -7.506
H 5.229 -2.637 -8.370
C 2.970 -4.916 -2.784
O 1.901 -5.811 -2.795
C 1.029 -5.560 -1.728
C -0.271 -6.287 -1.925
N -1.225 -5.464 -2.670
C -0.848 -5.287 -4.063
C -2.069 -4.899 -4.851
O -1.713 -4.572 -6.173
C -2.806 -4.426 -7.023
H 3.611 -5.052 -1.904
H 2.619 -3.873 -2.724
H 3.533 -5.007 -3.708
H 0.816 -4.489 -1.616
H 1.507 -5.906 -0.800
H -0.688 -6.602 -0.972
H -0.025 -7.181 -2.522
H -2.135 -5.917 -2.641
H -0.511 -6.259 -4.457
H -0.018 -4.590 -4.151
H -2.495 -3.993 -4.376
H -2.836 -5.685 -4.784
H -2.442 -4.154 -8.009
H -3.524 -3.667 -6.687
H -3.363 -5.372 -7.090
C -2.452 -3.404 0.246
O -1.336 -3.394 -0.663
H -3.338 -3.813 -0.237
H -2.166 -3.981 1.135
H -2.632 -2.396 0.624
H -1.471 -4.096 -1.334
*
```

Output
**Relative energy (zero: lowest compared OMol25 entry of this formula, charge and spin)**: 0.00 kJ/mol
**Structure (SMILES)**: COC[C@H](C)N.COC[C@H](C)N.COCCNCCOC.COCCNCCOC.COCCNCCOC.COCCNCCOC.COCCNCCOC.CO
**E**: -2907.5953 Ha
**Gap between HOMO and LUMO**: 8.83 eV
**LUMO level**: 0.59 eV

***

Entry 3:
Formula: C39H108O15
Source: the Open Molecules 2025 dataset
Level of theory: wB97M-V/def2-TZVPD

Structure (ORCA input):
```
! RIJCOSX wB97M-V def2-TZVPD def2/J DEFGRID3
* xyz 0 1
C 7.392 -2.795 5.757
C 6.988 -3.219 4.361
C 8.148 -3.554 3.458
O 6.108 -4.309 4.509
H 8.283 -2.187 5.915
H 7.553 -3.675 6.380
H 6.649 -2.273 6.358
H 6.538 -2.394 3.809
H 7.789 -3.979 2.521
H 8.814 -4.247 3.971
H 8.875 -2.753 3.327
H 5.688 -4.486 3.665
C -8.495 4.661 0.368
C -7.138 5.354 0.368
C -5.997 4.621 -0.370
O -7.277 6.608 -0.239
H -9.211 5.186 1.000
H -8.431 3.607 0.640
H -8.860 4.526 -0.650
H -6.851 5.520 1.407
H -5.808 3.654 0.096
H -5.098 5.233 -0.298
H -6.236 4.518 -1.429
H -6.558 7.176 0.045
C 1.830 0.160 0.032
C 0.499 -0.357 -0.594
C -0.682 0.360 0.143
O 0.442 0.119 -1.866
H 1.816 1.244 0.146
H 2.688 -0.154 -0.562
H 1.987 -0.216 1.043
H 0.458 -1.445 -0.627
H -0.519 1.433 0.045
H -0.615 0.114 1.203
H -1.683 0.153 -0.237
H 1.120 -0.307 -2.395
C -2.552 5.977 -5.869
C -1.935 4.559 -5.743
C -0.884 4.257 -6.819
O -1.267 4.495 -4.501
H -3.051 6.135 -6.824
H -1.802 6.763 -5.767
H -3.250 6.143 -5.048
H -2.730 3.823 -5.861
H -0.581 3.211 -6.813
H 0.007 4.884 -6.840
H -1.522 4.410 -7.690
H -0.948 3.609 -4.317
C -3.456 -5.326 -5.208
C -2.398 -6.369 -5.032
C -2.353 -6.848 -3.591
O -2.848 -7.476 -5.801
H -3.089 -4.400 -4.767
H -4.373 -5.523 -4.652
H -3.598 -5.259 -6.287
H -1.437 -6.054 -5.439
H -1.998 -6.022 -2.975
H -1.578 -7.606 -3.482
H -3.315 -7.222 -3.240
H -2.817 -7.257 -6.735
C 4.204 5.471 -3.236
C 3.634 6.791 -2.586
C 4.813 7.770 -2.485
O 2.584 7.147 -3.440
H 5.061 5.070 -2.695
H 4.399 5.490 -4.308
H 3.426 4.724 -3.075
H 3.172 6.681 -1.605
H 5.601 7.419 -1.818
H 4.453 8.730 -2.115
H 5.177 7.932 -3.500
H 1.931 6.444 -3.412
C -5.591 -3.708 3.021
C -6.422 -4.237 4.197
C -7.885 -4.433 3.945
O -5.880 -5.462 4.551
H -5.925 -2.694 2.802
H -5.817 -4.279 2.120
H -4.512 -3.666 3.168
H -6.268 -3.590 5.061
H -8.024 -5.231 3.216
H -8.235 -3.555 3.401
H -8.509 -4.590 4.825
H -5.680 -5.952 3.750
C 4.371 -6.662 -5.642
C 4.117 -7.111 -4.171
C 5.242 -8.014 -3.577
O 3.881 -5.966 -3.403
H 3.478 -6.183 -6.044
H 4.591 -7.512 -6.288
H 5.110 -5.863 -5.702
H 3.237 -7.753 -4.190
H 4.921 -8.507 -2.660
H 6.091 -7.366 -3.359
H 5.581 -8.762 -4.294
H 3.721 -5.197 -3.954
C -7.250 -0.745 -3.301
C -8.410 -1.665 -3.535
C -8.748 -2.627 -2.421
O -9.517 -0.860 -3.809
H -6.328 -1.309 -3.160
H -7.408 -0.023 -2.499
H -7.029 -0.155 -4.191
H -8.299 -2.312 -4.405
H -8.754 -2.051 -1.496
H -7.907 -3.315 -2.325
H -9.688 -3.130 -2.648
H -9.298 -0.269 -4.533
C 0.492 -0.965 6.729
C -1.000 -0.639 7.047
C -1.673 -1.841 7.646
O -1.079 0.465 7.911
H 0.936 -0.178 6.120
H 0.444 -1.931 6.227
H 1.113 -1.061 7.620
H -1.509 -0.442 6.104
H -1.753 -2.608 6.876
H -2.662 -1.592 8.030
H -1.114 -2.214 8.505
H -0.667 1.171 7.408
C 5.540 3.933 5.701
C 5.459 5.200 4.919
C 4.842 4.925 3.516
O 4.556 5.911 5.751
H 4.580 3.458 5.901
H 5.876 4.159 6.713
H 6.166 3.187 5.212
H 6.365 5.800 4.826
H 3.778 4.713 3.627
H 5.260 4.134 2.894
H 4.963 5.880 3.006
H 4.999 6.124 6.576
C -1.172 7.357 6.044
C -1.360 5.926 5.476
C -1.815 5.925 4.046
O -0.203 5.099 5.713
H -0.954 7.386 7.111
H -2.078 7.932 5.850
H -0.281 7.828 5.630
H -2.165 5.409 5.998
H -2.054 4.906 3.741
H -1.048 6.337 3.391
H -2.746 6.490 4.003
H 0.573 5.661 5.646
C 7.889 -0.910 -2.607
O 7.167 0.108 -3.305
H 8.412 -0.402 -1.797
H 7.308 -1.683 -2.103
H 8.649 -1.381 -3.230
H 7.815 0.646 -3.765
C 3.355 -1.483 -6.955
O 3.517 -1.774 -5.555
H 3.153 -0.412 -6.967
H 4.273 -1.800 -7.449
H 2.484 -2.043 -7.297
H 4.316 -1.314 -5.287
C 1.662 -6.711 1.669
O 2.812 -5.971 1.312
H 0.905 -5.953 1.874
H 1.249 -7.272 0.831
H 1.719 -7.296 2.587
H 2.862 -5.912 0.355
*
```

Output
**Relative energy (zero: lowest compared OMol25 entry of this formula, charge and spin)**: 647.47 kJ/mol
**E**: -2679.0622 Ha
**Gap between HOMO and LUMO**: 9.81 eV
**LUMO level**: -0.08 eV